[1]
9
Properties=species:S:1:pos:R:3 method="wB97M-V/def2-TZVPD" e_above_lowest_ev=3.522 total_charge=0 orbital_gap_ha="0.30379 / 0.30014" e_tot_ha=-928.60357 homo_ev="-9.66 / -9.80"
C -0.69212 1.45576 0.08386
C 0.45053 -0.82250 -0.49991
C -0.54417 0.05057 0.14262
N -0.74775 2.58995 -0.00770
Cl -2.08947 -0.74224 0.25528
I 2.47665 -0.11007 -0.13715
H 0.29997 -1.90077 -0.15590
H 0.59738 -0.73170 -1.60082
H 0.24898 0.21099 1.91971

***

[2]
11
Properties=species:S:1:pos:R:3 method="wB97M-V/def2-TZVPD" e_above_lowest_ev=1.053 total_charge=0 smiles=Oc1nn(S)cc1Cl orbital_gap_ha=0.32551 e_tot_ha=-1159.20155 homo_ev=-8.48
C -0.28047 -0.02363 1.04079
C -0.15663 0.48401 -1.13454
C -0.84905 0.79666 0.01562
H -1.41592 0.48360 2.44171
H 2.41763 -1.88755 -0.74833
H -0.18815 0.87680 -2.12505
N 0.65561 -0.78103 0.53815
N 0.70762 -0.48587 -0.75148
O -0.62114 -0.09619 2.31894
S 1.87409 -1.26794 -1.82471
Cl -2.14358 1.90115 0.22889

***

[3]
10
Properties=species:S:1:pos:R:3 method="wB97M-V/def2-TZVPD" e_above_lowest_ev=6.760 total_charge=0 orbital_gap_ha="0.28283 / 0.23722" e_tot_ha=-1083.75808 homo_ev="-8.98 / -8.04"
C -2.60575 1.03217 -0.14685
C -2.18913 -0.13798 0.29111
C 2.28766 -0.29462 0.10831
N -3.00951 2.11990 -0.31968
N -0.17397 0.48756 -0.22602
S 0.60806 -0.79421 -0.47883
Cl -2.53999 -1.70244 0.17092
H 2.77349 -0.90548 -0.50528
H 2.49597 -0.58707 1.11968
H 2.35317 0.78216 -0.01336

***

[4]
10
Properties=species:S:1:pos:R:3 method="wB97M-V/def2-TZVPD" e_above_lowest_ev=1.564 total_charge=0 smiles=ClSn1ccnc1 orbital_gap_ha=0.25642 e_tot_ha=-1083.94904 homo_ev=-9.24
C 0.64401 0.41618 0.39948
C -0.43017 -0.47446 0.66391
C -0.58889 0.30094 -1.31438
N 0.51336 0.85535 -0.87191
N -1.22339 -0.47221 -0.43055
S -2.77291 -1.13413 -0.58160
Cl -3.72796 0.71433 0.51604
H 1.43707 0.89376 1.01452
H -0.93538 -0.73999 1.58317
H -1.08075 0.38956 -2.30911

***

[5]
9
Properties=species:S:1:pos:R:3 method="wB97M-V/def2-TZVPD" e_above_lowest_ev=3.058 total_charge=+1 smiles="O=[N+]1C=C[C@H]1Cl" orbital_gap_ha="0.29589 / 0.29505" e_tot_ha=-705.81980 homo_ev="-16.52 / -16.52"
C -0.65976 -0.85935 -0.22213
C -0.92805 0.43884 -0.52389
C 0.68701 -0.38236 0.52328
N 0.21225 0.92999 0.07645
O 0.70785 2.17925 -0.13412
Cl 2.24183 -1.08408 -0.01808
H -1.10115 -1.77222 -0.53703
H -1.78382 0.97915 -0.81661
H 0.62385 -0.42922 1.65213

***

[6]
8
Properties=species:S:1:pos:R:3 method="wB97M-V/def2-TZVPD" e_above_lowest_ev=1.386 total_charge=0 smiles="O=C1C[C@H]1Cl" orbital_gap_ha=0.36622 e_tot_ha=-651.45751 homo_ev=-9.75
C -0.14066 0.86963 0.28985
C 0.87412 -0.15491 0.18311
C -0.67920 -0.31324 -0.47049
O -0.31701 2.02145 0.46376
Cl -1.78600 -1.38355 0.53381
H 1.71671 0.07572 -0.45495
H 1.14784 -0.92385 0.92363
H -0.81581 -0.19125 -1.46871

***

[7]
8
Properties=species:S:1:pos:R:3 method="wB97M-V/def2-TZVPD" e_above_lowest_ev=0.133 total_charge=0 orbital_gap_ha=0.37108 e_tot_ha=-651.50356 homo_ev=-10.21
C -0.77340 0.10003 0.90062
C -0.34508 -0.31012 -0.25899
C 0.91418 0.02912 -0.88461
H -1.78321 -0.16946 1.34231
H -0.95405 -1.10978 -0.73040
H 1.61900 0.76562 -0.43726
O 1.23882 -0.49704 -1.92910
Cl 0.08373 1.19163 1.99743

***

[8]
8
Properties=species:S:1:pos:R:3 method="wB97M-V/def2-TZVPD" e_above_lowest_ev=1.600 total_charge=0 smiles="C=C=C=O.Cl" orbital_gap_ha=0.30385 e_tot_ha=-651.44965 homo_ev=-9.43
C 1.69506 0.37418 0.53808
C -0.23967 -1.12740 -0.20605
C 0.75269 -0.26588 -0.10063
O 2.57040 1.13268 0.88548
Cl -2.30925 1.48261 -0.40004
H -0.71189 -1.50658 0.65239
H -0.67968 -1.31872 -1.21900
H -1.07767 1.22912 -0.15023

***

[9]
9
Properties=species:S:1:pos:R:3 method="wB97M-V/def2-TZVPD" e_above_lowest_ev=1.281 total_charge=0 smiles="C[C@]1(Cl)OC1=O" orbital_gap_ha=0.40551 e_tot_ha=-726.73286 homo_ev=-10.34
C 1.29153 0.92150 -0.13991
C 0.36235 -0.21333 0.03211
C -1.10135 -0.27937 -0.05261
O 1.91932 1.63297 -0.83136
O 0.96392 0.58547 1.10184
Cl 1.05927 -1.79494 -0.08721
H -1.51313 0.79923 0.07893
H -1.40111 -0.83370 0.88872
H -1.58078 -0.81784 -0.99051

***

[10]
9
Properties=species:S:1:pos:R:3 method="wB97M-V/def2-TZVPD" e_above_lowest_ev=2.714 total_charge=0 smiles="O=C1O[C@H]1CCl" orbital_gap_ha=0.36428 e_tot_ha=-726.68019 homo_ev=-9.35
C -1.02532 -0.94431 -1.00242
C -0.49496 0.30301 0.16212
C 0.87525 0.49866 0.67380
O -1.32663 -1.10678 -2.11855
O -0.84734 -1.18726 0.20750
Cl 2.19581 0.40227 -0.75635
H -1.45411 0.76528 0.52368
H 1.05820 -0.24942 1.36010
H 1.01910 1.51856 0.95013

***

[11]
9
Properties=species:S:1:pos:R:3 method="wB97M-V/def2-TZVPD" e_above_lowest_ev=1.599 total_charge=0 smiles="C=C=O.O=CCl" orbital_gap_ha=0.35755 e_tot_ha=-726.72117 homo_ev=-9.22
C -0.09593 -0.97975 -0.84162
C 0.30328 -2.01307 -1.54736
C -0.31776 1.86640 1.35235
O 0.78554 -2.94593 -2.03300
O -0.78949 1.79933 0.28101
Cl 1.38199 1.67435 1.72972
H -0.32466 -0.14349 -1.44969
H -0.30722 -1.38303 0.10937
H -0.63574 2.12518 2.39922

***

[12]
9
Properties=species:S:1:pos:R:3 method="wB97M-V/def2-TZVPD" e_above_lowest_ev=2.596 total_charge=0 orbital_gap_ha=0.30616 e_tot_ha=-726.68454 homo_ev=-8.93
C 3.36494 1.02678 -0.12132
C 1.37364 -0.45717 -0.05685
C 0.69010 -0.27671 1.20154
O 3.76108 0.97081 -1.20668
O 3.09998 1.12517 0.98875
Cl 1.72020 -2.05986 -0.46479
H 0.01664 0.53303 1.15365
H 1.45194 0.04298 1.83539
H -0.05931 -1.16129 1.50581

***

[13]
9
Properties=species:S:1:pos:R:3 method="wB97M-V/def2-TZVPD" e_above_lowest_ev=6.092 total_charge=0 orbital_gap_ha=0.30880 e_tot_ha=-1049.49052 homo_ev=-8.75
C 0.40853 -0.99846 -0.13499
C -0.71620 -0.21251 0.21968
C 0.63368 0.29948 -0.79612
O 0.62067 2.75350 -0.28271
S 0.45473 1.47635 0.35777
Cl -1.29563 0.23258 1.63228
H 1.13052 -1.27445 0.57839
H 0.19402 -1.86769 -0.97297
H -1.43034 -0.40879 -0.60133

***

[14]
10
Properties=species:S:1:pos:R:3 method="wB97M-V/def2-TZVPD" e_above_lowest_ev=0.000 total_charge=+2 orbital_gap_ha="0.37703 / 0.31061" e_tot_ha=-1913.90617 multiplicity=2 homo_ev="-19.39 / -20.33"
O -0.08863 0.62091 0.05409
C -0.69527 0.10228 1.00644
C -0.12495 -1.09943 1.68336
H -0.20953 -0.94972 2.77106
H -0.77575 -1.96251 1.46473
H 0.90898 -1.30896 1.36896
O -3.51322 0.72963 -0.56414
C -3.97019 0.64820 -1.59946
Cu -2.53025 0.81580 1.19835
Li 1.48971 0.59774 -0.84589

***

[15]
9
Properties=species:S:1:pos:R:3 method="wB97M-V/def2-TZVPD" e_above_lowest_ev=6.054 total_charge=0 orbital_gap_ha=0.23275 e_tot_ha=-1906.81139 homo_ev=-7.93
C -2.43596 0.29232 0.22011
C -0.95231 0.28343 0.08960
H -2.91017 -0.69584 0.34019
H -2.79439 0.98744 0.99290
H -2.77584 0.70701 -0.74997
O 0.15107 -1.49007 0.36070
C -0.16237 -0.48098 1.22195
Cu 0.51238 2.07023 0.10447
O 0.22038 0.58667 1.77197

***

[16]
10
Properties=species:S:1:pos:R:3 method="wB97M-V/def2-TZVPD" e_above_lowest_ev=2.946 total_charge=+1 orbital_gap_ha="0.23783 / 0.36450" e_tot_ha=-1981.89579 multiplicity=2 homo_ev="-12.23 / -15.70"
O 0.60368 -0.82181 0.33902
C 1.01870 1.00645 0.34855
O 2.17221 0.91264 0.06573
Cu 3.08694 -0.99051 -0.27524
O -0.01079 1.62399 0.07838
C -0.65339 -1.00959 0.03600
H -0.96641 -1.94317 -0.44220
H -1.93633 0.43858 -0.98953
C -1.42237 0.22622 -0.04624
H -1.89224 0.55720 0.88552

***

[17]
9
Properties=species:S:1:pos:R:3 method="wB97M-V/def2-TZVPD" e_above_lowest_ev=1.472 total_charge=+2 orbital_gap_ha="0.20586 / 0.21123" e_tot_ha=-1280.82934 multiplicity=4 homo_ev="-17.99 / -18.00"
C -0.41109 -0.38930 -0.12539
C -1.17126 0.63463 -0.54456
H -2.24125 0.52021 -0.72549
H -0.85021 -1.38830 -0.04538
H -0.74666 1.62038 -0.77456
O 1.75213 -0.06900 0.97831
C 1.40535 -0.40097 -0.19184
O 2.02336 -0.72177 -1.16615
Er 0.23961 0.19413 2.59507

***

[18]
9
Properties=species:S:1:pos:R:3 method="wB97M-V/def2-TZVPD" e_above_lowest_ev=0.786 total_charge=0 smiles="F/C=C/[C@H](F)I" orbital_gap_ha=0.36595 e_tot_ha=-613.48118 homo_ev=-9.73
C -0.14912 0.65445 0.17197
C -1.15211 -0.13061 0.52493
C 0.88116 -0.04883 -0.61581
F -2.19123 0.37594 1.23147
F 0.37022 -1.13634 -1.24752
I 2.58827 -0.68786 0.46703
H -0.07124 1.66849 0.45492
H -1.39278 -1.19170 0.53485
H 1.11683 0.49646 -1.52184

***

[19]
10
Properties=species:S:1:pos:R:3 method="wB97M-V/def2-TZVPD" e_above_lowest_ev=4.744 total_charge=0 orbital_gap_ha=0.27128 e_tot_ha=-688.56366 homo_ev=-9.38
C 0.80076 -2.47109 -1.81139
C 1.13700 -1.78772 -2.89099
C -0.17694 -0.86576 0.70609
O 0.88464 -0.90914 -0.10108
F 1.00758 -2.27327 -4.14790
F 1.45232 -0.49376 -2.86597
I 0.25707 -4.32399 -1.22837
H -1.08003 -0.34719 0.32956
H 0.00877 -0.25767 1.67144
H -0.49036 -1.81504 1.23692

***

[20]
17
Properties=species:S:1:pos:R:3 method="wB97M-V/def2-TZVPD" total_charge=0 orbital_gap_ha=0.34046 e_tot_ha=-931.13465 homo_ev=-11.03
C -1.53935 0.23107 -1.24180
C 0.68293 0.31217 -0.26216
C -3.97005 0.15629 0.21613
N -3.17516 -0.84715 0.21831
N -3.57582 1.52564 0.26114
N -5.39473 -0.10958 0.08673
O -2.43905 0.55940 -1.94198
O -1.81416 -0.63959 -0.12600
O -3.34553 -1.97188 0.59319
O -4.53070 2.27650 0.27098
O -2.44139 1.88037 0.50625
O -0.33432 0.54190 -1.30253
F -5.49283 -0.79853 -1.16376
F -5.90962 -1.06685 0.93618
H 0.34868 0.81057 0.72814
H 1.64175 0.97577 -0.40018
H 0.95729 -0.80104 -0.32820